Record 1
Formula: C4H10NOS
Source: OMol25
Level of theory: wB97M-V/def2-TZVPD

As for the SMILES: CS[C@@H](C)[N+](C)=O. As for the net charge: +1. The calculation puts the lowest unoccupied orbital energy (spin up / spin down) at -6.35 / -6.35 eV. As for the highest occupied orbital energy (spin up / spin down): -13.67 / -13.67 eV.

Atoms and positions in Å:
C1 2.50 0.21 0.62
S1 0.90 -0.55 1.02
C2 -0.21 -0.65 -0.35
C3 -0.82 -1.97 -0.48
N1 -1.38 0.48 0.17
C4 -1.08 1.87 0.04
O1 -2.38 0.05 0.70
H1 2.71 -0.15 -0.45
H2 3.30 -0.04 1.35
H3 2.37 1.28 0.68
H4 0.10 -0.17 -1.29
H5 -0.82 -2.61 0.39
H6 -1.69 -1.98 -1.03
H7 -0.15 -2.42 -1.37
H8 -1.67 2.32 -0.82
H9 -0.06 2.05 -0.07
H10 -1.61 2.28 0.90

***

Record 2
Formula: C2H6OS2
Source: OMol25
Level of theory: wB97M-V/def2-TZVPD

As for the SMILES: CC=O.SS. The calculation puts the lowest unoccupied orbital energy at 0.17 eV. As for the highest occupied orbital energy: -8.78 eV.

Atoms and positions in Å:
C1 -1.81 -1.04 -1.11
C2 -0.46 -1.36 -0.45
O1 -0.02 -0.68 0.45
H1 -2.28 -0.27 -0.39
H2 -1.41 -0.56 -1.98
H3 -2.44 -1.87 -1.40
H4 0.00 -2.25 -0.75
S1 2.19 1.02 1.77
S2 2.54 3.18 1.43
H5 2.28 0.63 0.46
H6 1.41 3.20 1.97

***

Record 3
Formula: C20H15F4O
Source: OMol25
Level of theory: wB97M-V/def2-TZVPD

As for the net charge: +1. The calculation puts the lowest unoccupied orbital energy at -5.49 eV. As for the highest occupied orbital energy: -12.53 eV.

Atoms and positions in Å:
F1 -3.23 2.38 1.97
C1 -2.95 1.05 2.16
C2 -3.96 0.09 2.09
C3 -3.60 -1.23 2.33
F2 -4.59 -2.18 2.22
C4 -2.31 -1.61 2.67
C5 -1.29 -0.61 2.76
C6 0.03 -0.99 3.44
C7 1.34 -0.60 2.74
C8 2.35 -1.61 2.59
C9 3.65 -1.22 2.26
F3 4.63 -2.17 2.15
C10 4.00 0.11 2.06
C11 3.01 1.07 2.16
F4 3.28 2.40 2.00
C12 1.68 0.74 2.49
C13 -1.62 0.72 2.45
H1 -4.95 0.39 1.83
H2 -2.07 -2.68 2.75
H3 0.03 -2.08 3.65
H4 2.11 -2.67 2.63
H5 5.00 0.41 1.81
H6 0.89 1.50 2.48
H7 -0.83 1.48 2.37
C14 -0.90 -2.43 9.87
O1 0.29 -2.33 9.00
C15 0.15 -1.81 7.74
C16 1.31 -1.65 6.96
C17 1.26 -1.00 5.74
C18 0.01 -0.58 5.12
C19 -1.20 -0.85 5.94
C20 -1.12 -1.46 7.16
H8 -0.60 -2.87 10.82
H9 -1.30 -1.43 10.01
H10 -1.68 -3.05 9.41
H11 2.23 -2.14 7.36
H12 2.21 -0.84 5.21
H13 0.03 0.47 4.76
H14 -2.15 -0.59 5.57
H15 -2.03 -1.76 7.71

***

Record 4
Formula: C3H7ClN2O
Source: OMol25
Level of theory: wB97M-V/def2-TZVPD

As for the SMILES: NC(N)(Cl)[C@H]1CO1. The calculation puts the lowest unoccupied orbital energy at 0.81 eV. As for the highest occupied orbital energy: -9.77 eV.

Atoms and positions in Å:
N1 0.96 0.54 1.50
C1 0.26 -0.15 0.54
N2 1.35 -0.68 -0.68
Cl1 -0.79 -1.55 1.13
C2 -0.57 0.72 -0.34
C3 -1.46 0.07 -1.30
O1 -1.99 0.69 -0.17
H1 0.41 1.16 2.17
H2 1.46 -0.13 2.13
H3 2.14 -0.03 -0.55
H4 1.38 -1.68 -0.49
H5 -0.16 1.65 -0.43
H6 -1.60 0.51 -2.20
H7 -1.40 -1.12 -1.31

***

Record 5
Formula: C6H21AlN5O5
Source: OMol25
Level of theory: wB97M-V/def2-TZVPD

As for the net charge: +1. The calculation puts the lowest unoccupied orbital energy at -7.49 eV. As for the highest occupied orbital energy: -12.27 eV.

Atoms and positions in Å:
Al1 9.91 11.50 -24.23
O1 11.35 12.09 -26.65
H1 11.84 11.37 -27.11
O2 10.85 11.42 -21.55
H2 11.41 10.87 -20.97
C1 12.30 14.32 -22.84
O3 11.93 13.59 -23.77
N1 12.11 14.00 -21.56
N2 12.98 15.44 -22.94
H3 11.70 13.09 -21.46
H4 12.69 14.43 -20.85
H5 13.50 15.57 -23.79
H6 13.37 15.84 -22.10
C2 10.79 8.45 -26.73
O4 10.06 8.99 -25.84
N3 10.43 7.91 -27.84
N4 12.11 8.53 -26.72
H7 11.16 7.88 -28.53
H8 9.44 7.78 -27.98
H9 12.59 8.99 -25.96
H10 12.56 8.06 -27.49
C3 5.67 12.27 -25.07
C4 6.60 11.74 -26.23
C5 7.41 12.83 -26.96
O5 8.40 13.30 -26.03
C6 8.78 14.65 -26.27
N5 7.42 10.60 -25.66
H11 5.05 11.50 -24.60
H12 4.86 12.83 -25.53
H13 6.13 12.71 -24.18
H14 5.94 11.24 -26.94
H15 6.70 13.58 -27.32
H16 7.89 12.47 -27.87
H17 9.73 14.85 -25.77
H18 7.99 15.31 -25.90
H19 8.87 14.93 -27.32
H20 6.73 10.08 -25.14
H21 7.66 9.96 -26.41

***

Record 6
Formula: C6H13S
Source: OMol25
Level of theory: wB97M-V/def2-TZVPD

As for the net charge: -1. The calculation puts the lowest unoccupied orbital energy at 3.89 eV. As for the highest occupied orbital energy: -2.46 eV.

Atoms and positions in Å:
C1 -0.05 -1.63 -3.80
C2 0.77 -1.33 -2.55
S1 -0.33 -1.02 -1.11
H1 -0.79 -0.86 -3.97
H2 -0.57 -2.58 -3.65
H3 0.61 -1.73 -4.67
H4 1.43 -0.47 -2.75
H5 1.44 -2.16 -2.30
C3 1.11 0.67 1.71
C4 -0.24 1.01 2.28
C5 -0.63 0.51 3.46
C6 -1.19 1.68 1.34
H6 0.98 -0.03 0.87
H7 1.70 0.15 2.48
H8 1.65 1.58 1.42
H9 -1.64 0.65 3.84
H10 0.08 0.01 4.10
H11 -2.18 1.80 1.80
H12 -1.29 1.08 0.43
H13 -0.86 2.69 1.06

***

The records above yield DFT total energy values of -18672.211, -25887.794, -33891.701, -20772.100, -30835.937, -17268.341 eV, respectively.